Formula: C4H8N2
Source: the OMol25 dataset
Level of theory: the ωB97M-V functional and the def2-TZVPD basis

Positions of all 14 atoms, in Å:
1 C -1.7689 0.5483 -0.4590
2 C -0.4819 -0.1981 -0.6215
3 C 0.7239 0.2147 -0.2086
4 N 1.9019 -0.5503 -0.2508
5 C 0.8807 1.5036 0.4274
6 N 1.0263 2.5436 0.9152
7 H -2.2342 0.7420 -1.4325
8 H -1.6209 1.5064 0.0481
9 H -2.4818 -0.0428 0.1286
10 H -0.5335 -1.1826 -1.0869
11 H 1.8647 -1.2927 -0.9383
12 H 2.7431 -0.0009 -0.3646
13 H -0.3236 -2.0356 2.0654
14 H 0.3044 -1.7555 1.7777

## Properties
Gap between HOMO and LUMO, eV: 9.81
HOMO level, eV: -8.88
SMILES string: C/C=C(/N)C#N.[H][H]
Energy relative to the best compared isomer or geometry (same formula, charge and spin), kJ/mol: 150.2
E, Eh: -266.66481

Results of the natural (NBO) charge analysis, in e, for atoms 1 through 6: C -0.643; C -0.175; C 0.030; N -0.794; C 0.249; N -0.302